Entry from the OMol25 dataset: a single CH3NS2 molecule at a distorted geometry (the ωB97M-V functional and the def2-TZVPD basis).

Computed properties:
Structure (SMILES): NSC=S
LUMO energy (eV): -0.19
HOMO (eV): -8.77
Largest force on an atom (Eh/bohr): 0.0635
Spin multiplicity: 1

Cartesian coordinates (Å):
C1 0.439 0.455 -2.108
N1 -0.218 -0.136 0.381
S1 0.834 0.495 -3.659
S2 -0.625 -0.695 -1.421
H1 0.873 1.247 -1.499
H2 -0.994 -0.334 0.997
H3 0.566 -0.750 0.550


Entry from the OMol25 dataset: a gas-phase ion, C4H2F3N2O2 (charge -1) at a distorted geometry (the ωB97M-V functional and the def2-TZVPD basis).

Computed properties:
Net charge: -1
LUMO energy (eV): 3.58
HOMO (eV): -3.41
Largest force on an atom (Eh/bohr): 0.0669
Spin multiplicity: 1

Cartesian coordinates (Å):
C1 -0.975 0.121 1.044
C2 -0.206 -0.006 -0.123
C3 0.188 2.077 1.001
C4 0.701 -1.758 -1.636
N1 -0.805 1.384 1.593
N2 -0.199 -1.091 -0.959
O1 0.578 1.234 -0.036
O2 0.578 3.192 1.196
F1 0.906 -1.441 -3.011
F2 2.046 -1.813 -1.252
F3 0.406 -3.122 -1.678
H1 -1.790 -0.437 1.526
H2 -1.427 1.660 2.334


Entry from the OMol25 dataset: a single C4H6O2 molecule at a distorted geometry (the ωB97M-V functional and the def2-TZVPD basis).

Computed properties:
Structure (SMILES): O=C=CCCO
LUMO energy (eV): 0.79
HOMO (eV): -8.96
Largest force on an atom (Eh/bohr): 0.0211
Spin multiplicity: 1

Cartesian coordinates (Å):
O1 1.536 0.515 -2.158
C1 0.687 0.698 -1.382
C2 -0.334 1.019 -0.589
C3 -0.445 0.414 0.802
C4 0.220 -0.983 0.741
O2 0.229 -1.408 -0.609
H1 -0.893 1.892 -0.894
H2 -0.508 -0.885 -1.002
H3 0.061 1.063 1.527
H4 -1.492 0.341 1.124
H5 -0.316 -1.730 1.334
H6 1.255 -0.936 1.105


Entry from the OMol25 dataset: 3 unconnected molecules or ions with the total composition C6H10N2O2 at a distorted geometry (the ωB97M-V functional and the def2-TZVPD basis).

Computed properties:
LUMO energy (eV): 0.57
HOMO (eV): -9.25
Largest force on an atom (Eh/bohr): 0.0829
Spin multiplicity: 1

Cartesian coordinates (Å):
C1 -0.261 -1.521 -0.876
C2 -0.440 -0.308 0.017
C3 0.109 -0.328 1.423
C4 0.763 0.549 0.407
C5 2.119 0.201 -0.134
N1 2.631 1.091 -1.002
O1 2.719 -0.826 0.186
C6 -1.697 0.433 -0.191
N2 -2.196 1.390 -0.767
H1 0.604 -2.107 -0.545
H2 -1.137 -2.183 -0.823
H3 -0.098 -1.224 -1.921
H4 -0.458 0.158 2.216
H5 0.644 -1.235 1.707
H6 0.557 1.618 0.469
H7 2.152 1.950 -1.231
H8 3.500 0.879 -1.476
O2 -3.169 0.456 1.053
H9 -3.029 -0.448 1.375
H10 -3.312 1.453 0.115


Entry from the OMol25 dataset: 17 unconnected molecules or ions with the total composition C66H121B6F24N22 at a distorted geometry (the ωB97M-V functional and the def2-TZVPD basis).

Computed properties:
Net charge: +5
LUMO energy (eV): -8.33
HOMO (eV): -15.56
Largest force on an atom (Eh/bohr): 0.1219
Spin multiplicity: 1

Cartesian coordinates (Å):
C1 -2.333 4.027 -3.450
C2 -3.631 4.775 -3.370
N1 -3.572 5.867 -2.379
C3 -3.049 5.848 -1.096
C4 -3.368 7.045 -0.398
N2 -4.041 7.825 -1.380
C5 -4.090 7.146 -2.596
C6 -4.435 9.176 -1.197
H1 -1.472 4.572 -3.836
H2 -2.494 3.172 -4.107
H3 -1.914 3.676 -2.506
H4 -4.442 4.116 -3.059
H5 -3.930 5.065 -4.377
H6 -2.671 4.932 -0.666
H7 -3.107 7.396 0.589
H8 -4.613 7.508 -3.470
H9 -5.213 9.142 -0.434
H10 -4.827 9.553 -2.142
H11 -3.568 9.777 -0.922
C7 2.242 -2.884 -4.932
C8 3.718 -2.561 -5.133
N3 4.666 -3.697 -5.225
C9 5.311 -4.341 -4.216
C10 6.185 -5.240 -4.780
N4 6.037 -5.181 -6.126
C11 5.110 -4.235 -6.404
C12 6.691 -6.075 -7.068
H12 1.956 -3.241 -3.942
H13 1.871 -3.626 -5.639
H14 1.655 -2.005 -5.197
H15 4.091 -1.897 -4.354
H16 3.862 -2.067 -6.094
H17 4.977 -4.282 -3.191
H18 6.850 -5.867 -4.205
H19 4.882 -3.980 -7.428
H20 7.628 -6.435 -6.642
H21 6.840 -5.446 -7.946
H22 5.977 -6.869 -7.288
C13 3.061 0.596 4.357
C14 4.105 -0.342 4.946
N5 3.897 -1.636 4.368
C15 4.074 -2.044 3.046
C16 3.569 -3.352 2.916
N6 3.055 -3.710 4.129
C17 3.269 -2.727 5.051
C18 2.430 -4.899 4.364
H23 3.290 1.533 4.864
H24 2.059 0.292 4.658
H25 3.285 0.767 3.304
H26 3.921 -0.511 6.008
H27 5.173 -0.174 4.812
H28 4.532 -1.311 2.397
H29 3.684 -4.049 2.100
H30 2.976 -2.771 6.089
H31 2.178 -4.898 5.424
H32 3.163 -5.666 4.114
H33 1.571 -5.088 3.721
C19 -8.166 -0.031 5.518
C20 -8.850 -0.681 4.309
N7 -8.220 -1.883 3.859
C21 -8.471 -3.155 4.259
C22 -7.498 -4.011 3.714
N8 -6.784 -3.270 2.839
C23 -7.266 -1.956 2.864
C24 -5.645 -3.716 2.025
H34 -7.092 -0.211 5.458
H35 -8.539 -0.419 6.466
H36 -8.377 1.031 5.391
H37 -8.852 -0.019 3.443
H38 -9.884 -0.928 4.546
H39 -9.191 -3.345 5.041
H40 -7.250 -5.039 3.933
H41 -6.933 -1.089 2.314
H42 -5.991 -3.937 1.015
H43 -5.299 -4.693 2.363
H44 -4.859 -2.973 2.161
C25 9.915 3.462 -1.327
C26 8.850 3.494 -2.472
N9 7.559 3.052 -2.131
C27 6.678 3.692 -1.290
C28 5.566 2.834 -1.134
N10 5.779 1.764 -1.915
C29 6.959 1.887 -2.533
C30 4.848 0.615 -2.079
H45 10.309 2.472 -1.096
H46 9.371 3.770 -0.434
H47 10.635 4.177 -1.725
H48 9.253 3.141 -3.421
H49 8.673 4.526 -2.774
H50 7.011 4.585 -0.781
H51 4.680 2.780 -0.518
H52 7.301 1.284 -3.362
H53 4.117 0.847 -2.853
H54 4.370 0.488 -1.107
H55 5.391 -0.311 -2.267
C31 -4.058 -0.231 -0.794
C32 -4.614 -0.650 -2.147
N11 -5.009 0.505 -3.048
C33 -4.523 0.735 -4.295
C34 -5.285 1.788 -4.861
N12 -6.326 2.048 -4.054
C35 -6.124 1.314 -2.869
C36 -7.400 2.998 -4.269
H56 -3.233 0.465 -0.947
H57 -3.633 -1.113 -0.316
H58 -4.872 0.234 -0.237
H59 -5.547 -1.205 -2.048
H60 -3.848 -1.210 -2.683
H61 -3.605 0.313 -4.675
H62 -5.115 2.367 -5.757
H63 -6.808 1.237 -2.037
H64 -8.290 2.478 -3.914
H65 -7.450 3.326 -5.307
H66 -7.182 3.962 -3.809
C37 -5.587 -1.159 7.524
C38 -5.668 -2.343 6.481
N13 -4.496 -3.186 6.624
C39 -3.173 -2.911 6.277
C40 -2.440 -4.065 6.546
N14 -3.324 -5.055 6.925
C41 -4.555 -4.493 7.037
C42 -3.100 -6.431 7.137
H67 -4.767 -0.497 7.248
H68 -5.509 -1.399 8.585
H69 -6.514 -0.589 7.460
H70 -5.570 -2.003 5.450
H71 -6.604 -2.888 6.605
H72 -2.787 -2.000 5.842
H73 -1.376 -4.240 6.479
H74 -5.506 -4.955 7.258
H75 -2.452 -6.818 6.351
H76 -4.088 -6.891 7.119
H77 -2.580 -6.582 8.083
C43 2.270 3.934 2.631
C44 3.619 4.000 1.850
N15 4.328 5.196 2.180
C45 5.698 5.353 2.255
C46 6.019 6.682 2.691
N16 4.803 7.317 2.916
C47 3.797 6.451 2.541
C48 4.671 8.714 3.211
H78 2.430 3.803 3.701
H79 1.737 3.052 2.277
H80 1.561 4.751 2.494
H81 3.388 4.086 0.788
H82 4.275 3.153 2.054
H83 6.254 4.449 2.056
H84 7.021 7.086 2.703
H85 2.775 6.800 2.567
H86 4.856 8.818 4.280
H87 3.649 8.997 2.958
H88 5.422 9.281 2.660
C49 1.964 -9.063 0.121
C50 2.369 -8.150 1.352
N17 1.277 -7.290 1.751
C51 0.879 -6.216 0.968
C52 -0.391 -5.761 1.435
N18 -0.705 -6.544 2.571
C53 0.290 -7.478 2.719
C54 -1.892 -6.499 3.326
H89 1.759 -8.459 -0.763
H90 1.042 -9.565 0.414
H91 2.717 -9.764 -0.241
H92 3.235 -7.530 1.120
H93 2.733 -8.806 2.142
H94 1.542 -5.868 0.190
H95 -0.999 -4.903 1.189
H96 0.253 -8.341 3.367
H97 -2.700 -6.247 2.639
H98 -1.874 -5.721 4.089
H99 -2.087 -7.498 3.713
C55 1.561 1.865 -4.989
C56 0.925 2.963 -5.914
N19 1.887 3.735 -6.664
C57 2.113 5.058 -6.418
C58 3.073 5.443 -7.286
N20 3.481 4.436 -8.097
C59 2.711 3.331 -7.794
C60 4.478 4.549 -9.166
H100 0.766 1.215 -4.626
H101 2.056 2.361 -4.154
H102 2.106 1.163 -5.620
H103 0.248 3.585 -5.328
H104 0.292 2.529 -6.688
H105 1.538 5.669 -5.738
H106 3.514 6.413 -7.460
H107 2.708 2.318 -8.167
H108 5.132 3.677 -9.161
H109 5.063 5.459 -9.027
H110 3.938 4.664 -10.106
C61 -1.747 -1.923 2.777
C62 -0.618 -0.858 2.959
N21 -0.360 -0.179 1.618
C63 -0.538 1.155 1.299
C64 -0.294 1.266 -0.051
N22 0.183 0.061 -0.551
C65 0.120 -0.831 0.483
C66 0.598 -0.306 -1.915
H111 -2.562 -1.668 2.099
H112 -2.148 -2.169 3.761
H113 -1.337 -2.844 2.363
H114 0.321 -1.314 3.271
H115 -0.871 -0.131 3.730
H116 -0.756 1.853 2.094
H117 -0.144 2.125 -0.687
H118 0.317 -1.893 0.512
H119 0.512 -1.378 -2.096
H120 1.645 -0.078 -2.112
H121 -0.131 0.140 -2.592
B1 -1.227 -0.038 -6.079
F1 -2.412 -0.597 -6.552
F2 -1.460 1.272 -5.594
F3 -0.601 -0.806 -5.110
F4 -0.299 0.058 -7.056
B2 -4.163 0.912 3.821
F5 -5.106 1.877 4.060
F6 -3.508 0.617 4.965
F7 -4.847 -0.222 3.309
F8 -3.271 1.493 2.920
B3 -2.083 3.835 4.080
F9 -2.386 3.909 2.750
F10 -1.488 5.027 4.523
F11 -3.298 3.666 4.675
F12 -1.250 2.793 4.248
B4 3.081 -3.766 -1.174
F13 3.469 -2.677 -1.990
F14 2.502 -3.293 -0.019
F15 2.161 -4.580 -1.845
F16 4.139 -4.555 -0.835
B5 1.867 3.855 -1.640
F17 0.970 4.179 -2.691
F18 1.185 4.035 -0.438
F19 2.294 2.576 -1.825
F20 3.014 4.617 -1.584
B6 -2.620 -3.557 -0.756
F21 -3.455 -3.374 -1.835
F22 -1.615 -2.642 -0.862
F23 -3.340 -3.254 0.385
F24 -2.172 -4.831 -0.655


Entry from the OMol25 dataset: 2 unconnected molecules or ions with the total composition C4H9NO (the ωB97M-V functional and the def2-TZVPD basis).

Computed properties:
LUMO energy (alpha / beta) (eV): 0.61 / 0.61
HOMO (alpha / beta) (eV): -8.45 / -8.45
Largest force on an atom (Eh/bohr): 0.0071
Spin multiplicity: 1

Cartesian coordinates (Å):
C1 -1.669 -2.211 0.929
C2 -0.989 1.049 0.396
N1 0.037 0.487 -0.082
C3 0.879 -0.395 -0.442
O1 2.050 -0.052 -0.959
C4 2.371 1.334 -1.097
H1 -1.605 -3.292 1.080
H2 -1.813 -1.722 1.897
H3 -2.520 -1.987 0.280
H4 -1.049 1.287 1.458
H5 -1.832 1.300 -0.246
H6 -0.742 -1.864 0.463
H7 3.367 1.373 -1.541
H8 2.375 1.820 -0.116
H9 1.645 1.828 -1.752


Entry from the OMol25 dataset: a single C4H9N3 molecule at a distorted geometry (the ωB97M-V functional and the def2-TZVPD basis).

Computed properties:
Structure (SMILES): [H]/N=C(/C)C/C=N/N
LUMO energy (eV): 1.04
HOMO (eV): -8.52
Largest force on an atom (Eh/bohr): 0.0872
Spin multiplicity: 1

Cartesian coordinates (Å):
C1 0.379 -0.720 -0.651
C2 -1.069 -0.825 -0.364
C3 1.120 0.419 0.078
C4 2.656 0.180 0.132
N1 0.569 1.437 0.464
N2 -1.749 0.290 -0.177
N3 -3.044 0.356 0.270
H1 0.520 -0.646 -1.694
H2 -1.598 -1.742 -0.094
H3 0.770 -1.609 -0.325
H4 2.874 -0.683 -0.447
H5 2.892 -0.016 1.312
H6 3.039 1.168 -0.312
H7 -0.475 1.542 0.372
H8 -3.251 1.271 0.697
H9 -3.632 -0.423 0.736


Entry from the OMol25 dataset: a single C15H19ClN2O3 molecule (the ωB97M-V functional and the def2-TZVPD basis).

Computed properties:
Structure (SMILES): CC1(C)NC(=O)N(CCCCOc2ccc(Cl)cc2)C1=O
LUMO energy (eV): 0.67
HOMO (eV): -8.34
Largest force on an atom (Eh/bohr): 0.0099
Spin multiplicity: 1

Cartesian coordinates (Å):
C1 -2.240 -2.160 1.719
H1 -1.351 -2.742 1.495
H2 -2.886 -2.733 2.380
H3 -1.938 -1.245 2.224
C2 -2.971 -1.830 0.416
N1 -4.044 -0.886 0.623
C3 -3.867 0.288 -0.025
O1 -4.624 1.223 -0.062
N2 -2.617 0.205 -0.656
C4 -2.046 -1.021 -0.499
O2 -1.018 -1.405 -0.995
C5 -2.003 1.276 -1.414
C6 -2.018 2.607 -0.660
H4 -1.526 3.353 -1.288
C7 -1.343 2.562 0.710
C8 0.174 2.401 0.660
H5 0.596 2.626 1.650
O3 0.479 1.069 0.303
C9 1.780 0.688 0.211
C10 2.872 1.499 0.504
C11 4.159 0.998 0.387
C12 4.357 -0.307 -0.023
C13 3.276 -1.123 -0.327
C14 1.996 -0.626 -0.211
H6 1.137 -1.230 -0.454
H7 3.439 -2.137 -0.655
Cl1 5.967 -0.926 -0.165
H8 5.004 1.627 0.617
H9 2.742 2.520 0.825
H10 0.606 3.099 -0.071
H11 -1.563 3.494 1.234
H12 -1.758 1.742 1.298
H13 -3.057 2.909 -0.521
H14 -0.982 0.946 -1.616
H15 -2.539 1.397 -2.361
H16 -4.888 -1.101 1.125
C15 -3.448 -3.098 -0.293
H17 -4.027 -2.841 -1.177
H18 -2.585 -3.682 -0.600
H19 -4.065 -3.695 0.373


Entry from the OMol25 dataset: 5 unconnected molecules or ions with the total composition C5H20N8O5 at a distorted geometry (the ωB97M-V functional and the def2-TZVPD basis).

Computed properties:
Structure (SMILES): NC(N)=O.NC(N)=O.NC(N)=O.NC(N)=O.CO
LUMO energy (eV): 0.18
HOMO (eV): -9.70
Largest force on an atom (Eh/bohr): 0.1443
Spin multiplicity: 1

Cartesian coordinates (Å):
C1 -1.293 -1.377 1.933
O1 -0.843 -0.537 0.907
H1 -1.669 -0.692 2.693
H2 -2.048 -2.099 1.623
H3 -0.536 -1.922 2.497
H4 -0.597 -1.044 0.129
C2 4.786 -2.035 -1.995
O2 4.475 -2.718 -2.992
N1 3.954 -1.736 -1.055
N2 5.944 -1.480 -1.891
H5 3.244 -2.450 -0.969
H6 4.329 -1.300 -0.225
H7 6.470 -1.558 -2.750
H8 6.318 -1.205 -0.994
C3 -4.767 1.525 1.253
O3 -5.601 0.642 1.430
N3 -4.065 1.675 0.204
N4 -4.607 2.539 2.033
H9 -3.842 0.850 -0.334
H10 -3.472 2.487 0.113
H11 -5.288 2.630 2.773
H12 -4.018 3.202 1.550
C4 0.998 3.110 4.397
O4 1.482 3.958 5.105
N5 -0.231 2.886 4.159
N6 1.723 2.394 3.560
H13 -0.973 3.407 4.603
H14 -0.424 2.506 3.243
H15 2.671 2.126 3.786
H16 1.286 1.785 2.883
C5 -0.430 -2.045 -4.202
O5 -0.470 -2.413 -3.034
N7 -1.318 -1.289 -4.785
N8 0.487 -2.332 -5.020
H17 -2.180 -1.419 -4.274
H18 -1.352 -1.206 -5.791
H19 0.652 -1.944 -5.939
H20 1.206 -2.922 -4.626


Entry from the OMol25 dataset: a molecular structure, C23H52AuO4P4 at a distorted geometry (the ωB97M-V functional and the def2-TZVPD basis).

Computed properties:
Net charge: +3
LUMO energy (alpha / beta) (eV): -7.48 / -10.93
HOMO (alpha / beta) (eV): -16.54 / -16.38
Largest force on an atom (Eh/bohr): 0.0644
Spin multiplicity: 3

Cartesian coordinates (Å):
Au1 0.669 -1.498 -1.841
P1 -1.306 -2.647 -0.743
P2 1.649 -1.582 0.604
P3 2.423 -2.758 -2.727
H1 1.037 1.748 -4.424
C1 1.318 0.732 -4.804
C2 0.263 -0.049 -5.113
H2 -0.716 0.475 -5.056
C3 -2.381 -1.723 0.431
C4 -1.040 -4.216 0.162
C5 -2.505 -3.098 -2.028
C6 3.001 -0.377 0.741
C7 0.647 -1.105 2.055
C8 2.445 -3.115 1.209
C9 2.023 -2.879 -4.485
C10 2.874 -4.455 -2.172
C11 3.989 -1.844 -2.631
H3 2.414 0.543 -4.862
H4 0.236 -1.093 -5.442
H5 -2.404 -0.656 0.164
H6 -2.032 -1.831 1.469
H7 -3.409 -2.124 0.372
H8 -0.712 -4.027 1.193
H9 -0.266 -4.791 -0.360
H10 -1.960 -4.821 0.197
H11 -2.718 -2.215 -2.640
H12 -3.445 -3.473 -1.598
H13 -2.058 -3.871 -2.664
H14 3.647 -0.715 1.564
H15 2.596 0.612 0.987
H16 3.589 -0.301 -0.181
H17 1.307 -1.077 2.937
H18 -0.153 -1.831 2.246
H19 0.207 -0.109 1.923
H20 3.241 -2.847 1.920
H21 2.883 -3.696 0.389
H22 1.705 -3.739 1.726
H23 2.777 -3.510 -4.972
H24 1.972 -1.911 -4.991
H25 1.039 -3.346 -4.557
H26 3.196 -5.085 -3.023
H27 2.009 -4.933 -1.683
H28 3.705 -4.417 -1.446
H29 4.702 -2.288 -3.340
H30 4.409 -1.880 -1.619
H31 3.829 -0.795 -2.901
C12 -1.251 1.978 -0.807
C13 0.071 2.411 -0.649
C14 1.106 1.734 -1.254
C15 0.786 0.760 -2.202
C16 -0.572 0.411 -2.486
C17 -1.580 1.034 -1.772
O1 -2.276 2.445 -0.037
H32 -2.069 2.369 1.049
H33 0.252 3.343 -0.137
H34 2.144 1.978 -1.031
H35 1.631 0.509 -2.843
H36 -0.932 -0.267 -3.268
H37 -2.610 0.744 -1.910
C18 -3.982 0.692 4.628
C19 -3.702 1.817 3.693
O2 -2.151 1.707 3.460
P4 -1.496 2.702 2.449
O3 0.047 2.581 2.420
C20 1.120 2.585 3.581
C21 0.592 3.316 4.779
O4 -1.956 4.200 2.599
C22 -1.323 5.310 1.616
C23 -2.231 5.517 0.444
H38 -3.652 -0.262 4.235
H39 -5.042 0.666 4.820
H40 -3.468 0.896 5.576
H41 -4.186 1.794 2.706
H42 -3.832 2.794 4.175
H43 1.298 1.513 3.759
H44 1.976 3.048 3.079
H45 -0.188 2.713 5.278
H46 1.426 3.395 5.475
H47 0.228 4.332 4.558
H48 -1.210 6.162 2.297
H49 -0.351 4.889 1.297
H50 -3.248 5.777 0.753
H51 -1.824 6.386 -0.110
H52 -2.238 4.636 -0.205


Values of energy, in order: -890.97933, -713.27838, -306.43072, -494.47177, -6337.66105, -287.68746, -321.97796, -1378.47905, -1016.78441, -2708.58943, all in Ha.